Entry 1:
C10H14BFeIN6 | ωB97M-V/def2-TZVPD

```
33
Properties=species:S:1:pos:R:3:lowdin_charge:R:1
I -1.79 0.86 3.56 1.03
Fe 0.02 0.15 1.81 0.51
N 1.46 -0.42 -0.82 0.00
N -1.02 -0.35 -1.44 -0.06
N -0.02 1.69 0.92 -0.14
N 0.12 1.74 -0.48 0.04
N 1.53 -0.71 0.55 0.00
N -1.62 -0.86 -0.31 0.03
C -2.90 -1.29 -2.14 -0.03
C -2.77 -1.42 -0.75 -0.12
C 0.04 3.02 -0.86 0.03
C -1.76 -0.61 -2.54 -0.05
C -0.18 3.82 0.25 0.03
C 2.48 -0.99 -1.48 0.00
C -0.21 2.97 1.35 -0.10
C -0.16 -1.67 2.61 -0.17
C 2.64 -1.50 0.68 -0.08
C 3.26 -1.69 -0.56 0.00
B 0.30 0.47 -1.35 -0.48
H 2.93 -1.87 1.66 0.13
H 0.58 0.84 -2.45 0.13
H 2.56 -0.84 -2.54 0.15
H 0.14 3.24 -1.91 0.16
H -0.37 3.16 2.40 0.08
H -0.78 -1.60 1.64 0.06
H -0.87 -1.85 3.45 0.05
H -1.41 -0.27 -3.51 0.14
H -3.46 -1.91 -0.05 0.12
H 0.45 -0.69 3.19 0.08
H 0.66 -2.40 2.44 0.08
H -3.70 -1.65 -2.78 0.12
H 4.15 -2.25 -0.78 0.12
H -0.30 4.89 0.26 0.13
```

Results
Highest occupied orbital energy (alpha / beta): -15.1 / -15.1 eV
Lowest unoccupied orbital energy (alpha / beta): -10.458 / -11.869 eV
2S+1: 5
Net charge: +2
Kohn-Sham gap (alpha / beta): 4.68 / 3.23 eV

---

Entry 2:
C10H14BMnN7O3 | ωB97M-V/def2-TZVPD

```
36
Properties=species:S:1:pos:R:3:lowdin_charge:R:1
Mn 0.50 -1.09 0.64 1.00
O 0.88 0.92 5.83 0.00
O -0.46 2.79 5.90 0.08
O -1.44 0.77 5.74 -0.02
N -1.59 -0.85 -1.16 0.03
N -1.17 -0.23 -2.35 -0.03
N 0.54 0.84 -0.05 -0.08
N 1.21 -1.01 -2.19 0.00
N 1.26 -1.67 -0.99 -0.15
N -0.22 1.58 5.84 -0.38
N 0.56 1.21 -1.36 -0.02
C 2.70 -2.68 -2.36 -0.05
C -3.30 -0.59 -2.57 -0.08
C 2.12 -2.74 -1.09 -0.10
C 0.88 3.03 -0.18 -0.06
C -0.42 -0.54 3.60 -0.18
C 2.12 -1.58 -3.03 -0.02
C -2.87 -1.05 -1.29 -0.15
C 0.73 1.96 0.68 -0.11
C -2.21 -0.07 -3.20 -0.08
C 0.78 2.54 -1.48 -0.03
B 0.29 0.20 -2.45 -0.58
H -2.08 0.38 -4.17 0.12
H 2.28 -3.42 -0.28 0.10
H 1.07 4.06 0.08 0.09
H 3.44 -3.32 -2.78 0.08
H -4.31 -0.65 -2.92 0.09
H -3.44 -1.58 -0.53 0.11
H 0.53 0.63 -3.53 0.12
H 0.61 -0.29 3.95 -0.07
H -0.87 -1.53 3.80 -0.06
H 0.75 1.94 1.75 0.10
H 2.22 -1.17 -4.01 0.12
H 0.88 3.01 -2.44 0.12
H -1.07 0.30 3.24 -0.03
H -0.90 -0.10 5.35 0.10
```

Results
Highest occupied orbital energy (alpha / beta): -6.9 / -7.2 eV
Lowest unoccupied orbital energy (alpha / beta): -0.016 / -0.568 eV
2S+1: 6
Kohn-Sham gap (alpha / beta): 6.85 / 6.60 eV

---

Q: The highest 2S+1 belongs to which entry?
A: C10H14BMnN7O3

---

Please write out number 2 again, unchanged.
C10H14BMnN7O3 | ωB97M-V/def2-TZVPD

```
36
Properties=species:S:1:pos:R:3:lowdin_charge:R:1
Mn 0.50 -1.09 0.64 1.00
O 0.88 0.92 5.83 0.00
O -0.46 2.79 5.90 0.08
O -1.44 0.77 5.74 -0.02
N -1.59 -0.85 -1.16 0.03
N -1.17 -0.23 -2.35 -0.03
N 0.54 0.84 -0.05 -0.08
N 1.21 -1.01 -2.19 0.00
N 1.26 -1.67 -0.99 -0.15
N -0.22 1.58 5.84 -0.38
N 0.56 1.21 -1.36 -0.02
C 2.70 -2.68 -2.36 -0.05
C -3.30 -0.59 -2.57 -0.08
C 2.12 -2.74 -1.09 -0.10
C 0.88 3.03 -0.18 -0.06
C -0.42 -0.54 3.60 -0.18
C 2.12 -1.58 -3.03 -0.02
C -2.87 -1.05 -1.29 -0.15
C 0.73 1.96 0.68 -0.11
C -2.21 -0.07 -3.20 -0.08
C 0.78 2.54 -1.48 -0.03
B 0.29 0.20 -2.45 -0.58
H -2.08 0.38 -4.17 0.12
H 2.28 -3.42 -0.28 0.10
H 1.07 4.06 0.08 0.09
H 3.44 -3.32 -2.78 0.08
H -4.31 -0.65 -2.92 0.09
H -3.44 -1.58 -0.53 0.11
H 0.53 0.63 -3.53 0.12
H 0.61 -0.29 3.95 -0.07
H -0.87 -1.53 3.80 -0.06
H 0.75 1.94 1.75 0.10
H 2.22 -1.17 -4.01 0.12
H 0.88 3.01 -2.44 0.12
H -1.07 0.30 3.24 -0.03
H -0.90 -0.10 5.35 0.10
```

Results
Highest occupied orbital energy (alpha / beta): -6.9 / -7.2 eV
Lowest unoccupied orbital energy (alpha / beta): -0.016 / -0.568 eV
2S+1: 6
Kohn-Sham gap (alpha / beta): 6.85 / 6.60 eV

---

Q: The lowest 2S+1 belongs to which entry?
A: C10H14BFeIN6

---

Repeat the first record exactly.
C10H14BFeIN6 | ωB97M-V/def2-TZVPD

```
33
Properties=species:S:1:pos:R:3:lowdin_charge:R:1
I -1.79 0.86 3.56 1.03
Fe 0.02 0.15 1.81 0.51
N 1.46 -0.42 -0.82 0.00
N -1.02 -0.35 -1.44 -0.06
N -0.02 1.69 0.92 -0.14
N 0.12 1.74 -0.48 0.04
N 1.53 -0.71 0.55 0.00
N -1.62 -0.86 -0.31 0.03
C -2.90 -1.29 -2.14 -0.03
C -2.77 -1.42 -0.75 -0.12
C 0.04 3.02 -0.86 0.03
C -1.76 -0.61 -2.54 -0.05
C -0.18 3.82 0.25 0.03
C 2.48 -0.99 -1.48 0.00
C -0.21 2.97 1.35 -0.10
C -0.16 -1.67 2.61 -0.17
C 2.64 -1.50 0.68 -0.08
C 3.26 -1.69 -0.56 0.00
B 0.30 0.47 -1.35 -0.48
H 2.93 -1.87 1.66 0.13
H 0.58 0.84 -2.45 0.13
H 2.56 -0.84 -2.54 0.15
H 0.14 3.24 -1.91 0.16
H -0.37 3.16 2.40 0.08
H -0.78 -1.60 1.64 0.06
H -0.87 -1.85 3.45 0.05
H -1.41 -0.27 -3.51 0.14
H -3.46 -1.91 -0.05 0.12
H 0.45 -0.69 3.19 0.08
H 0.66 -2.40 2.44 0.08
H -3.70 -1.65 -2.78 0.12
H 4.15 -2.25 -0.78 0.12
H -0.30 4.89 0.26 0.13
```

Results
Highest occupied orbital energy (alpha / beta): -15.1 / -15.1 eV
Lowest unoccupied orbital energy (alpha / beta): -10.458 / -11.869 eV
2S+1: 5
Net charge: +2
Kohn-Sham gap (alpha / beta): 4.68 / 3.23 eV